The following is a DFT calculation (ωB97M-V with the def2-TZVPD basis set) of the molecule C15H17N3O5.

Structure (XYZ):
```
40
Properties=species:S:1:pos:R:3
C 1.3499 -2.1230 0.5513
C 1.8541 -0.6834 0.4559
C -0.1824 -2.3208 0.3806
C -0.7219 -2.1034 -1.0380
C 2.2046 1.1613 -1.1375
C 3.6078 1.7281 -0.7791
C 1.1611 2.1753 -0.5674
C -0.2825 1.6866 -0.7537
C -0.9357 1.6397 -1.9594
C -1.2140 1.2082 0.2431
C -2.4152 0.8843 -0.4492
C -1.0887 1.0203 1.6172
C -3.5540 0.4219 0.2456
C -2.2158 0.5528 2.2854
C -3.4279 0.2043 1.6017
H 1.1661 -3.4449 2.1066
H 1.5221 -1.8999 2.5492
H 1.8376 -2.7914 -0.1976
H -0.7520 -1.6465 1.0992
H -0.4511 -3.3547 0.6949
H -2.3404 -2.2364 -2.0388
H 1.5629 -0.8087 -1.5358
H 2.1968 1.2313 -2.2320
H 1.2944 3.1664 -1.0290
H 1.3442 2.3030 0.5069
H -0.6724 1.9786 -2.9725
H -2.9084 1.2594 -2.4916
H -0.1698 1.2340 2.1714
H -4.4675 0.1669 -0.2978
H -2.1220 0.3501 3.3773
H -4.2792 -0.1343 2.1656
H 3.3730 1.0529 0.9461
N 1.7489 -2.6296 1.8707
N 2.0085 -0.2476 -0.8169
N -2.2140 1.1397 -1.7858
O 2.0892 -0.0210 1.4586
O -0.0953 -1.7506 -2.0170
O -2.0637 -2.3510 -1.1055
O 4.1987 2.4302 -1.5773
O 4.0543 1.5519 0.4548
```

Computed properties:
**Kohn-Sham gap**: 8.66 eV
**LUMO**: 0.01121 hartree
**Energy relative to the best compared isomer or geometry (same formula, charge and spin)**: 9.1 kcal/mol
**Total charge**: 0
**E_tot**: -1122.349950 hartree

***

The following is a DFT calculation (ωB97M-V with the def2-TZVPD basis set) of a cluster of 2 separate species, C8H8NO5S in total.

Structure (XYZ):
```
23
Properties=species:S:1:pos:R:3
C 0.3064 0.9158 2.8041
C 1.5870 1.1118 2.1737
C -0.3810 0.0849 1.9407
C 1.6306 0.4662 1.0125
C 0.2924 -0.6540 -1.5900
C -2.8248 0.2591 -0.9288
C 0.4627 0.6243 -2.2617
C 0.0098 -0.9776 -0.2687
N 0.4126 -0.0927 0.8272
O -2.3013 1.2983 -0.8152
O -0.0768 -1.6432 -2.5444
O -3.4720 -0.7112 -0.9930
O -1.6195 -0.4761 1.9991
O 2.5980 0.4360 0.1291
S -0.6037 -2.5384 0.2542
H -0.1459 1.1757 3.7550
H 2.4053 1.7989 2.6242
H 0.2724 1.4328 -1.5548
H 1.5028 0.7698 -2.6339
H -0.2393 0.7388 -3.1139
H -1.6717 -1.3936 1.4184
H 2.1921 -0.3292 -0.4040
H -0.3362 -2.2964 -1.8298
```

Computed properties:
**Kohn-Sham gap**: 6.79 eV
**LUMO**: 0.11832 hartree
**Energy relative to the best compared isomer or geometry (same formula, charge and spin)**: 0.0 kcal/mol
**Total charge**: -1
**E_tot**: -1138.844722 hartree

***

The following is a DFT calculation (ωB97M-V with the def2-TZVPD basis set) of a structure of composition C19H25EuN4O7P.

Structure (XYZ):
```
57
Properties=species:S:1:pos:R:3
C -1.5750 1.2254 -4.6296
C -0.2398 1.5020 -4.3148
C 0.1929 1.4172 -2.9708
C -0.7360 1.0646 -2.0171
C -2.0326 0.7005 -2.3107
C -2.4661 0.7819 -3.6427
C 1.6642 1.5803 -2.6370
C 2.0073 2.1353 -1.2386
N 1.9676 3.5792 -1.1742
Eu 0.3969 -0.5096 -0.4107
C -2.8922 0.1401 -1.1879
P -2.1309 0.7957 0.3871
H 0.4884 1.7491 -5.0850
H -3.4802 0.4564 -3.8749
H -1.9297 1.3465 -5.6530
H -2.8164 -0.9663 -1.1607
H -3.9356 0.4742 -1.2566
H 2.1361 0.5726 -2.6871
H 2.1471 2.2065 -3.3956
H 1.3417 1.6855 -0.4447
C -3.3559 0.2913 1.6574
C -2.6877 2.5183 0.1539
H 3.0417 1.8423 -0.9937
C 0.6456 4.1539 -1.3476
C 2.6370 4.0962 0.0102
H 0.2157 -0.6981 2.6973
H 0.7236 5.2459 -1.3343
H 0.2266 3.8513 -2.3097
H -0.0746 3.8659 -0.5544
H 2.6712 5.1883 -0.0326
H 2.1458 3.8049 0.9598
H 3.6631 3.7194 0.0294
H -3.7825 2.5372 0.0915
H -2.3222 3.1323 0.9850
H -2.2547 2.9262 -0.7621
H -4.3716 0.5761 1.3625
H -3.2706 -0.7902 1.8101
H -3.0630 0.7772 2.5946
H 0.6520 -0.0902 2.6762
O 0.7702 -6.4793 3.2954
N 1.5432 -5.5131 3.1565
O 2.4704 -5.2784 3.9587
C 1.3896 -4.6337 2.0248
C 0.3421 -4.8658 1.0978
C 0.2507 -4.0334 -0.0224
C 1.3056 -3.1090 -0.3657
O 1.2794 -2.4554 -1.4759
C 2.2520 -2.8323 0.7018
C 2.3036 -3.5774 1.8682
N 3.0964 -1.6324 0.7125
O 3.9488 -1.5235 1.5948
O 2.8794 -0.6827 -0.1273
N -1.0266 -4.0125 -0.7380
O -1.7214 -5.0389 -0.6416
O -1.4214 -2.9708 -1.3256
H -0.4180 -5.6260 1.3021
H 3.0402 -3.3369 2.6463
```

Computed properties:
**Kohn-Sham gap (spin up / spin down)**: 4.89 / 3.68 eV
**LUMO (spin up / spin down)**: -0.02762 / -0.11053 hartree
**Total charge**: 0
**E_tot**: -2535.876958 hartree
**Spin multiplicity**: 8

***

The following is a DFT calculation (ωB97M-V with the def2-TZVPD basis set) of a structure of composition C25H20BF2IN5O5ReS2.

Structure (XYZ):
```
62
Properties=species:S:1:pos:R:3
Re 0.3900 -0.1332 0.2251
C -2.3698 2.7115 2.6951
C -0.9058 3.0431 2.6818
N -0.4483 3.9664 3.4878
C 0.8708 4.2845 3.4678
C 1.7740 3.6987 2.6348
C 3.2176 4.1287 2.6569
O 3.6373 4.7073 1.4220
C 1.3059 2.6831 1.7558
C 2.1719 2.1942 0.7231
N 1.9456 1.1502 -0.0167
C 2.7390 1.0023 -1.2134
C 4.0817 0.6720 -1.1416
C 4.8221 0.5589 -2.3097
C 4.2182 0.7738 -3.5396
C 2.8676 1.0950 -3.6154
C 2.1344 1.2030 -2.4493
I 0.0817 1.6117 -2.5253
C -0.0477 2.3366 1.7842
O -0.6159 1.4344 1.0038
H -2.8431 3.2147 3.5339
H -2.5278 1.6349 2.7693
H -2.8455 3.0383 1.7678
H 1.1848 5.0509 4.1685
H 3.8741 3.2737 2.8174
H 3.3737 4.8143 3.4901
H 3.2249 5.5721 1.3276
H 3.0513 2.7894 0.4814
H 4.5392 0.5071 -0.1721
H 5.8724 0.3030 -2.2554
H 4.7957 0.6857 -4.4508
H 2.3920 1.2518 -4.5743
O -4.4197 -2.8274 2.8440
S -4.0106 -3.2349 1.5378
O -3.8750 -4.6162 1.2201
N -2.5296 -2.4267 1.2165
C -2.6249 -1.4896 0.2408
O -1.7549 -0.6962 -0.1184
C -3.9753 -1.5058 -0.3663
C -4.4018 -0.7363 -1.4294
C -5.7213 -0.8738 -1.8427
C -6.5843 -1.7603 -1.2019
C -6.1534 -2.5379 -0.1341
C -4.8407 -2.3805 0.2583
H -3.7180 -0.0521 -1.9153
H -6.0842 -0.2848 -2.6741
H -7.6096 -1.8490 -1.5380
H -6.8179 -3.2316 0.3641
F 1.2478 -1.5689 -2.4582
B 0.6022 -1.8229 -1.2975
F -0.3863 -2.7556 -1.3611
S 1.9037 -2.1303 0.1890
C 0.6858 -2.8642 1.2420
N 0.7406 -4.1679 1.5549
C -0.2489 -4.6790 2.4045
C -1.2819 -3.9330 2.7620
C -1.4342 -2.5298 2.2388
N -0.2274 -2.0440 1.6099
H 1.4983 -4.7436 1.2299
H -0.0995 -5.6942 2.7419
H -2.0359 -4.3261 3.4315
H -1.7074 -1.8557 3.0477
```

Computed properties:
**Kohn-Sham gap (spin up / spin down)**: 7.43 / 7.30 eV
**LUMO (spin up / spin down)**: -0.11818 / -0.13830 hartree
**Energy relative to the best compared isomer or geometry (same formula, charge and spin)**: 13.4 kcal/mol
**Total charge**: +1
**E_tot**: -3011.498639 hartree
**Spin multiplicity**: 4

***

The following is a DFT calculation (ωB97M-V with the def2-TZVPD basis set) of a structure of composition C2H4I2S.

Structure (XYZ):
```
9
Properties=species:S:1:pos:R:3
C -1.8289 0.9905 -0.2054
C 2.1098 -0.3775 -0.0678
S 2.2030 -1.6379 1.0684
I 3.9426 0.6715 -0.2058
I -1.7202 -1.1132 -0.3714
H -1.9084 1.1231 0.8149
H -1.0352 1.4807 -0.8627
H -2.7487 1.1734 -0.7325
H 0.9861 -2.3106 0.5624
```

Computed properties:
**Kohn-Sham gap**: 7.99 eV
**LUMO**: -0.02495 hartree
**Energy relative to the best compared isomer or geometry (same formula, charge and spin)**: 59.3 kcal/mol
**Total charge**: 0
**E_tot**: -1072.052923 hartree

***

The following is a DFT calculation (ωB97M-V with the def2-TZVPD basis set) of the molecule C4H5NO2.

Structure (XYZ):
```
12
Properties=species:S:1:pos:R:3
O 0.2930 -2.0189 1.6881
C 0.4409 -0.8504 1.4319
C 0.5979 -0.3463 0.0105
C -0.7231 -0.4213 -0.8061
N -1.0973 0.9760 -1.0283
C -0.1594 1.6715 -0.5473
O 0.9012 1.0564 0.0395
H 0.4519 -0.0629 2.2140
H 1.4255 -0.8789 -0.4670
H -0.5843 -0.9235 -1.7682
H -1.5133 -0.9514 -0.2654
H -0.1021 2.7551 -0.5545
```

Computed properties:
**Kohn-Sham gap**: 10.58 eV
**LUMO**: 0.02472 hartree
**Energy relative to the best compared isomer or geometry (same formula, charge and spin)**: 28.1 kcal/mol
**Total charge**: 0
**E_tot**: -360.624591 hartree